1.
{"formula": "C42H32BClF3N8O5Ta", "method": "wB97M-V/def2-TZVPD", "species": ["Ta", "O", "C", "N", "C", "C", "C", "C", "C", "C", "N", "C", "O", "C", "C", "C", "C", "C", "N", "C", "C", "C", "C", "C", "N", "H", "H", "H", "H", "H", "H", "H", "H", "H", "H", "H", "H", "B", "N", "C", "C", "C", "N", "N", "C", "C", "C", "N", "H", "H", "H", "H", "H", "H", "H", "H", "C", "C", "C", "C", "Cl", "C", "C", "C", "O", "C", "C", "O", "O", "H", "H", "H", "H", "H", "H", "H", "H", "F", "C", "F", "F", "C", "C", "C", "C", "C", "C", "C", "C", "H", "H", "H", "H"], "coordinates": [[-0.876, 0.342, -0.500], [-4.451, -1.861, -1.474], [-3.602, -0.994, -1.435], [-2.600, -0.850, -0.529], [-2.619, -1.667, 0.623], [-2.977, -3.010, 0.703], [-2.882, -3.636, 1.932], [-2.425, -2.944, 3.051], [-2.051, -1.617, 2.965], [-2.155, -0.973, 1.737], [-1.692, 0.348, 1.437], [-1.939, 1.277, 2.433], [-2.670, 1.097, 3.386], [-1.115, 2.519, 2.349], [-1.130, 3.461, 3.368], [-0.245, 4.520, 3.270], [0.620, 4.579, 2.185], [0.538, 3.597, 1.212], [-0.336, 2.598, 1.286], [-3.595, 0.104, -2.445], [-4.518, 0.094, -3.475], [-4.427, 1.067, -4.450], [-3.382, 1.973, -4.364], [-2.500, 1.896, -3.304], [-2.618, 1.001, -2.312], [-3.312, -3.540, -0.173], [-3.155, -4.680, 2.021], [-2.351, -3.454, 4.003], [-1.680, -1.094, 3.835], [-1.806, 3.331, 4.201], [-0.211, 5.280, 4.041], [1.353, 5.369, 2.093], [1.190, 3.606, 0.346], [-5.264, -0.688, -3.478], [-5.129, 1.103, -5.272], [-3.228, 2.733, -5.117], [-1.661, 2.566, -3.281], [1.821, 1.496, -2.621], [0.780, 2.572, -2.135], [0.770, 3.861, -2.474], [-0.351, 4.474, -1.928], [-0.993, 3.453, -1.251], [-0.314, 2.305, -1.384], [0.980, 0.474, -3.423], [1.228, -0.115, -4.595], [0.161, -0.946, -4.902], [-0.711, -0.791, -3.830], [-0.207, 0.066, -2.941], [2.586, 2.064, -3.352], [2.338, 0.975, -1.677], [1.573, 4.251, -3.076], [-0.647, 5.505, -2.004], [-1.908, 3.480, -0.680], [2.128, 0.121, -5.138], [0.028, -1.553, -5.780], [-1.653, -1.286, -3.655], [3.455, 3.656, 3.474], [2.503, 2.719, 4.154], [1.918, 3.034, 5.369], [1.028, 2.159, 5.974], [0.258, 2.628, 7.464], [0.715, 0.950, 5.392], [1.305, 0.607, 4.180], [2.186, 1.489, 3.563], [2.808, 1.249, 2.364], [2.705, -0.054, 1.824], [1.340, -0.332, 1.219], [0.937, 0.556, 0.331], [0.682, -1.302, 1.529], [3.459, 4.626, 3.969], [3.189, 3.795, 2.425], [4.472, 3.259, 3.490], [2.143, 3.979, 5.846], [0.005, 0.284, 5.864], [1.071, -0.350, 3.739], [2.913, -0.816, 2.577], [3.445, -0.114, 1.025], [2.352, -8.296, -3.178], [3.057, -7.544, -2.310], [4.268, -7.357, -2.870], [3.244, -8.285, -1.209], [2.371, -6.242, -2.023], [2.083, -5.398, -3.088], [1.456, -4.188, -2.860], [1.110, -3.815, -1.559], [1.403, -4.672, -0.495], [2.034, -5.883, -0.727], [0.462, -2.569, -1.292], [-0.053, -1.511, -1.009], [2.352, -5.689, -4.096], [1.231, -3.518, -3.678], [1.124, -4.373, 0.507], [2.261, -6.544, 0.097]], "fmax_ev_per_a": 1.32, "gap_ev": 7.1530, "total_energy_ha": -3275.777492, "homo_energy_ev": -8.14, "charge": 0, "molar_mass_g_mol": 1013.0, "e_lumo_ev": -1.0}

2.
{"formula": "C7H11BN2O4", "method": "wB97M-V/def2-TZVPD", "species": ["C", "O", "C", "O", "C", "C", "C", "N", "C", "B", "N", "O", "C", "H", "H", "H", "H", "H", "H", "H", "H", "H", "H", "O", "H"], "coordinates": [[0.428, 3.100, 0.279], [1.257, 3.262, -0.881], [1.244, 2.192, -1.719], [1.185, 2.288, -2.914], [1.279, 0.765, -1.139], [2.489, 0.024, -0.918], [2.400, -1.219, -0.374], [1.207, -1.783, -0.030], [0.042, -1.125, -0.239], [-1.425, -1.693, 0.156], [-1.875, -1.366, 1.517], [-2.171, -2.393, -0.773], [0.062, 0.164, -0.805], [0.761, 2.301, 0.963], [0.417, 4.035, 0.858], [-0.622, 2.888, -0.001], [3.445, 0.483, -1.180], [3.304, -1.806, -0.199], [1.218, -2.702, 0.397], [-1.069, -1.530, 2.128], [-1.995, -0.348, 1.506], [-2.782, -1.750, -1.170], [-0.876, 0.701, -0.986], [-4.265, -2.016, 3.058], [-3.661, -2.473, 2.467]], "fmax_ev_per_a": 1.89, "gap_ev": 2.6123, "total_energy_ha": -708.509012, "homo_energy_ev": -4.91, "charge": 0, "relative_energy_ev": 9.053, "molar_mass_g_mol": 198.0, "e_lumo_ev": -2.3}